DFT (the ωB97M-V functional and the def2-TZVPD basis) results for a structure of composition C31H35As2F10N4O7S3Y.

Output
- Calculated total energy: -8651.178109 a.u.
- ΔE to the lowest compared entry with this formula, charge and spin: 19.59 kcal per mole
- E_HOMO: -7.83 eV
- Gap between HOMO and LUMO: 7.88 eV

Each line ends with the Löwdin charge.
CARTESIAN COORDINATES (ANGSTROEM)
1 Y -0.0840 0.5021 0.2380  1.44
2 C 4.0266 -1.0840 0.1202  -0.07
3 C 3.4499 -0.1992 1.2110  -0.24
4 N 2.1037 -0.6055 1.6772  -0.19
5 C 2.1474 -1.9853 2.2189  -0.22
6 C 1.7258 -3.0598 1.2395  -0.07
7 C 1.7563 0.3078 2.7922  -0.21
8 C 0.3660 0.0975 3.3688  -0.22
9 N -0.6370 -0.1169 2.3259  -0.11
10 C -1.9231 -0.2688 2.7552  -0.19
11 C -2.9196 -0.3581 1.7759  -0.19
12 F -2.4829 -0.2260 0.4804  -0.07
13 C -4.2594 -0.5146 2.0028  -0.23
14 F -5.1001 -0.5720 0.9595  0.09
15 C -4.7362 -0.6071 3.2944  0.07
16 C -3.7944 -0.5244 4.2997  -0.21
17 F -4.1999 -0.6115 5.5745  0.09
18 C -2.4396 -0.3661 4.0650  -0.13
19 F -1.6429 -0.3215 5.1526  0.08
20 H 4.9326 -0.6249 -0.2761  0.09
21 H 3.3137 -1.2074 -0.6954  0.03
22 H 4.2930 -2.0741 0.4897  0.08
23 H 3.3820 0.8246 0.8515  0.08
24 H 4.1350 -0.1898 2.0703  0.12
25 H 1.4713 -2.0364 3.0689  0.10
26 H 3.1535 -2.1817 2.6101  0.13
27 H 0.7231 -2.8327 0.8849  0.02
28 H 1.6907 -4.0297 1.7397  0.09
29 H 2.3801 -3.1464 0.3758  0.05
30 H 1.8674 1.3292 2.4403  0.06
31 H 2.4873 0.2044 3.6056  0.14
32 H 0.1439 0.9928 3.9581  0.13
33 H 0.3819 -0.7378 4.0720  0.11
34 H -5.7864 -0.7284 3.5100  0.13
35 C -2.6361 -3.5892 -2.1990  -0.29
36 As -1.3958 -2.6526 -0.9920  1.15
37 C -1.8349 -3.6540 0.6381  -0.29
38 C 0.2727 -3.4944 -1.6009  -0.45
39 C 0.4982 -4.8627 -1.5240  -0.11
40 C 1.7126 -5.4058 -1.9168  -0.08
41 C 2.7129 -4.5760 -2.4023  -0.07
42 C 2.4903 -3.2099 -2.5047  -0.12
43 C 1.2783 -2.6588 -2.1044  -0.45
44 As 0.8569 -0.7524 -2.2993  1.09
45 C -0.2389 -1.0026 -3.9034  -0.27
46 C 2.4335 0.0013 -3.1532  -0.27
47 H -2.5949 -4.6661 -2.0419  0.03
48 H -2.3715 -3.3708 -3.2322  0.02
49 H -3.6478 -3.2335 -2.0077  0.03
50 H -1.5358 -4.6997 0.5845  0.02
51 H -2.9167 -3.6023 0.7653  0.03
52 H -1.3689 -3.1789 1.5000  0.01
53 H -0.2770 -5.5185 -1.1427  0.10
54 H 1.8813 -6.4725 -1.8446  0.11
55 H 3.6650 -4.9914 -2.7067  0.11
56 H 3.2751 -2.5719 -2.8939  0.09
57 H 0.1718 -1.8300 -4.4795  0.04
58 H -0.2229 -0.0797 -4.4731  0.02
59 H -1.2686 -1.2219 -3.6248  0.01
60 H 2.7595 -0.5985 -4.0014  0.03
61 H 3.2457 0.1305 -2.4419  0.02
62 H 2.1221 0.9849 -3.5046  0.04
63 F 0.7243 5.5303 0.0859  0.18
64 C 1.2046 4.5157 -0.5948  -0.68
65 F 0.4111 4.2099 -1.6053  0.16
66 F 2.4009 4.8447 -1.0909  0.15
67 S 1.4990 3.0498 0.5026  0.60
68 O 1.7702 1.9617 -0.4397  -0.39
69 O 0.2973 2.7327 1.2582  -0.34
70 N 2.7489 3.4004 1.3013  -0.28
71 S 2.7945 4.1321 2.7279  0.62
72 O 2.0834 3.4103 3.7355  -0.26
73 O 2.6574 5.5453 2.6182  -0.24
74 C 4.5826 3.7915 3.0439  -0.69
75 F 4.9267 4.3139 4.2134  0.15
76 F 5.3434 4.3188 2.0909  0.15
77 F 4.7950 2.4728 3.0841  0.13
78 O -0.7533 1.6191 -3.0648  -0.01
79 C -1.5539 2.0818 -2.2613  -0.51
80 N -1.3910 2.0378 -0.9176  -0.19
81 S -2.4585 3.0250 -0.1423  0.65
82 O -1.8833 4.3115 0.1110  -0.26
83 O -3.0407 2.3226 0.9658  -0.26
84 C -3.5423 3.1945 -1.5446  -0.19
85 C -4.7803 3.7902 -1.6587  -0.02
86 C -5.3363 3.8665 -2.9305  -0.06
87 C -4.6555 3.3800 -4.0426  -0.06
88 C -3.4021 2.7964 -3.9121  0.00
89 C -2.8577 2.7067 -2.6450  -0.13
90 H -5.2958 4.1787 -0.7908  0.12
91 H -6.3122 4.3147 -3.0617  0.11
92 H -5.1117 3.4592 -5.0206  0.11
93 H -2.8568 2.4150 -4.7652  0.12